Entry 1:
Computed, not measured: a cluster of 2 separate species, C4H7NO in total, with ωB97M-V/def2-TZVPD.

Bonds (Å) are listed after each position.
CARTESIAN COORDINATES (ANGSTROEM)
1 N 2.0961 0.9942 0.1252  C2 1.254, H7 1.018
2 C 1.3347 0.0461 -0.1801  N1 1.254, O3 1.370, H8 1.095
3 O 0.0432 0.3026 -0.5587  C2 1.370, C4 1.388
4 C -0.8402 -0.7593 -0.6971  O3 1.388, C5 1.323, H9 1.083
5 C -1.0197 -1.6690 0.2472  C4 1.323, H10 1.084, H11 1.086
6 C -1.0102 1.8818 -1.0584  H12 1.108, H13 1.112
7 H 3.0247 0.6348 0.3374  N1 1.018
8 H 1.5555 -1.0258 -0.2170  C2 1.095
9 H -1.3745 -0.6864 -1.6359  C4 1.083
10 H -1.7326 -2.4690 0.0862  C5 1.084
11 H -0.5004 -1.6257 1.2002  C5 1.086
12 H -0.1465 2.5667 -0.9499  C6 1.108
13 H -1.4562 1.8997 -0.0404  C6 1.112

Properties
Lowest unoccupied orbital energy   0.0283 hartree
2S+1   1
Kohn-Sham gap   9.2 eV
HOMO level   -0.3088 hartree
Energy above the lowest of the compared OMol25 structures with the same formula, charge and spin   146.6 kcal per mole

Entry 2:
Computed, not measured: a cluster of 2 separate species, C9H22FN4O3S in total, with ωB97M-V/def2-TZVPD.

Bonds (Å) are listed after each position.
CARTESIAN COORDINATES (ANGSTROEM)
1 N 4.7150 -0.7241 -0.0439  C2 1.500, H18 1.025, H19 1.022
2 C 3.2591 -0.3647 -0.0389  N1 1.500, C3 1.568, H20 1.130, H21 1.114
3 C 3.0748 1.0800 0.5426  C2 1.568, C4 1.585, H22 1.119, H23 1.124
4 C 1.5733 1.5600 0.7123  C3 1.585, C5 1.573, H24 1.125, H25 1.121
5 C 0.4814 0.5135 0.2802  C4 1.573, C6 1.595, H26 1.117, H27 1.122
6 C -0.8931 0.9638 0.9518  C5 1.595, N7 1.485, H28 1.127, H29 1.121
7 N -2.0911 0.4852 0.2166  C6 1.485, C8 1.504, C16 1.412
8 C -3.3784 0.7602 0.9432  N7 1.504, C9 1.595, H30 1.117, H31 1.119
9 C -4.4217 -0.3924 0.5855  C8 1.595, C10 1.569, H32 1.122, H33 1.121
10 C -4.2585 -0.9365 -0.8771  C9 1.569, N11 1.532, H34 1.114, H35 1.123
11 N -2.8238 -1.3691 -1.1942  C10 1.532, S12 1.721, C16 1.469
12 S -2.3143 -0.4960 -2.5866  N11 1.721, O13 1.485, O14 1.482, F15 1.641
13 O -0.8407 -0.5831 -2.7506  S12 1.485
14 O -2.9753 -1.0427 -3.7950  S12 1.482
15 F -2.7242 1.0905 -2.4920  S12 1.641
16 C -2.0736 -0.9074 -0.0181  N7 1.412, N11 1.469, N17 1.318
17 N -1.4937 -1.8266 0.7276  C16 1.318, H36 1.023, H37 1.020
18 H 4.8459 -1.3899 -0.8124  N1 1.025
19 H 4.9110 -1.2886 0.7858  N1 1.022
20 H 2.7813 -1.0774 0.6957  C2 1.130
21 H 2.7996 -0.5360 -1.0387  C2 1.114
22 H 3.6740 1.8071 -0.0606  C3 1.119
23 H 3.5310 1.0892 1.5703  C3 1.124
24 H 1.3904 1.7849 1.7997  C4 1.125
25 H 1.4603 2.5031 0.1169  C4 1.121
26 H 0.3773 0.5202 -0.8324  C5 1.117
27 H 0.6784 -0.5141 0.6845  C5 1.122
28 H -0.9033 2.0861 0.8513  C6 1.127
29 H -0.9158 0.7653 2.0553  C6 1.121
30 H -3.8086 1.7690 0.7317  C8 1.117
31 H -3.1852 0.6596 2.0406  C8 1.119
32 H -4.4124 -1.2145 1.3493  C9 1.122
33 H -5.4464 0.0579 0.6465  C9 1.121
34 H -4.6522 -0.1959 -1.6110  C10 1.114
35 H -4.8832 -1.8604 -1.0051  C10 1.123
36 H -0.8112 -2.4811 0.3373  N17 1.023
37 H -1.6672 -1.8331 1.7326  N17 1.020
38 O 7.2970 0.8365 -0.5886  H39 0.969, H40 0.961
39 H 6.4466 0.3710 -0.5802  O38 0.969
40 H 7.8666 0.2969 -0.0327  O38 0.961

Properties
Lowest unoccupied orbital energy   -0.2167 hartree
2S+1   1
Kohn-Sham gap   6.3 eV
HOMO level   -0.4481 hartree
Energy above the lowest of the compared OMol25 structures with the same formula, charge and spin   34.2 kcal per mole
Charge   +1

Entry 3:
Computed, not measured: a cluster of 2 separate species, C4H9NO in total, with ωB97M-V/def2-TZVPD.

Bonds (Å) are listed after each position.
CARTESIAN COORDINATES (ANGSTROEM)
1 C -0.6784 -1.2844 -2.0891  C2 1.347, H4 1.083, H5 1.092
2 C 0.3257 -0.6172 -1.4891  C1 1.347, N3 1.396, H6 1.079
3 N 0.5252 0.7565 -1.6371  C2 1.396, H7 1.007, H8 1.005
4 H -1.5473 -0.7647 -2.4724  C1 1.083
5 H -0.4405 -2.2116 -2.6155  C1 1.092
6 H 1.1105 -1.2357 -1.0814  C2 1.079
7 H 0.1194 1.1487 -2.4710  N3 1.007
8 H 0.3604 1.3569 -0.8480  N3 1.005
9 C -0.7115 0.6792 2.4526  C10 1.329, H12 1.081, H13 1.080
10 C 0.2904 -0.0978 2.0539  C9 1.329, O11 1.372, H14 1.079
11 O 1.2897 0.3018 1.2023  C10 1.372, H15 0.968
12 H -1.5450 0.1644 2.9093  C9 1.081
13 H -0.7968 1.7490 2.3287  C9 1.080
14 H 0.1656 -1.1444 2.2842  C10 1.079
15 H 1.5325 1.1995 1.4727  O11 0.968

Properties
Lowest unoccupied orbital energy   0.0316 hartree
2S+1   1
Kohn-Sham gap   9.4 eV
Structure (SMILES)   C=CN.C=CO
HOMO level   -0.3148 hartree
Energy above the lowest of the compared OMol25 structures with the same formula, charge and spin   75.3 kcal per mole